{"formula": "C10H12N3", "method": "ωB97M-V/def2-TZVPD", "mol_weight_g_mol": 174.2, "de_lowest_kcal_mol": 50.9, "e_tot_ev": -15024.8650, "total_charge": 1, "e_homo_ev": -13.340, "symbols": ["C", "C", "C", "C", "C", "C", "C", "C", "C", "C", "N", "N", "N", "H", "H", "H", "H", "H", "H", "H", "H", "H", "H", "H", "H"], "coordinates": [[1.7050, 1.6518, -3.9581], [1.3783, 2.9954, -3.7496], [1.1056, 0.6419, -3.2707], [0.4768, 3.2656, -2.6664], [0.2097, 1.0015, -2.3286], [-1.9590, -1.6211, -0.4307], [-0.4870, 0.0671, -1.5979], [-3.1686, -1.1645, -0.0555], [0.2783, -0.6034, 2.1974], [0.9071, -0.5986, 3.5624], [-0.0297, 2.2688, -1.9950], [-1.1475, -0.7141, -1.0384], [0.2987, -1.5613, 1.3067], [2.4978, 1.5075, -4.7379], [1.7001, 3.7522, -4.4097], [1.1098, -0.3966, -3.5908], [0.0621, 4.2025, -2.2146], [-1.5620, -2.6088, -0.3076], [-3.4105, -0.1001, -0.0047], [-3.8229, -1.9145, 0.2754], [-0.1632, 0.3278, 2.0875], [0.1431, -0.3005, 4.2618], [1.4330, 0.3100, 3.6775], [1.4879, -1.4376, 3.7952], [0.8808, -2.3407, 1.7250]]}

=====

{"formula": "C4H12N2", "method": "ωB97M-V/def2-TZVPD", "mol_weight_g_mol": 88.2, "de_lowest_kcal_mol": 74.1, "e_tot_ev": -7319.8151, "total_charge": 0, "e_homo_ev": -7.677, "symbols": ["C", "C", "N", "H", "H", "H", "H", "H", "C", "N", "C", "H", "H", "H", "H", "H", "H", "H"], "coordinates": [[1.1773, -2.1071, 1.2870], [0.7879, -2.3752, -0.0175], [0.0554, -1.4073, -0.7848], [1.8483, -2.8019, 1.7304], [0.6000, -1.4410, 1.8904], [1.1895, -3.0849, -0.7233], [-0.0765, -1.6508, -1.7815], [-0.5175, -0.5904, -0.6811], [-1.2039, 2.2969, 0.8892], [-0.8619, 1.3270, -0.1049], [0.2612, 1.6193, -1.0228], [-0.6820, 3.3093, 0.6581], [-0.7328, 1.7453, 1.7255], [-2.1797, 2.4688, 1.1556], [-1.6773, 1.1761, -0.6976], [1.2877, 1.4620, -0.4406], [0.3787, 0.7458, -1.7864], [0.0722, 2.6205, -1.6369]]}

=====

{"formula": "C29H22N4O5PRe", "method": "ωB97M-V/def2-TZVPD", "spin_multiplicity": 2, "mol_weight_g_mol": 723.7, "de_lowest_kcal_mol": 7.2, "e_tot_ev": -58021.7156, "total_charge": 3, "e_homo_ev": [-16.441, -16.441], "symbols": ["Re", "O", "C", "O", "C", "C", "C", "C", "C", "N", "C", "O", "O", "H", "H", "H", "H", "H", "C", "C", "C", "C", "C", "C", "P", "C", "C", "C", "C", "C", "C", "C", "C", "C", "C", "C", "C", "H", "H", "H", "H", "H", "H", "H", "H", "H", "H", "H", "H", "H", "H", "H", "N", "C", "O", "C", "C", "N", "C", "N", "H", "H"], "coordinates": [[-1.0759, -0.0065, -0.2783], [-3.2880, -2.0390, -3.1691], [-2.6724, -1.5963, -2.1325], [-2.0832, -0.4973, -2.0880], [-2.6979, -2.4749, -0.9212], [-3.3154, -3.7012, -0.7773], [-3.2251, -4.3225, 0.4687], [-2.5414, -3.7031, 1.5126], [-1.9493, -2.4743, 1.2747], [-2.0362, -1.8965, 0.0794], [-1.1677, -1.5911, 2.2056], [-0.8912, -1.9064, 3.4253], [-0.7792, -0.4950, 1.7793], [-3.2250, -1.4436, -3.9411], [-3.8468, -4.1590, -1.6013], [-3.6914, -5.2867, 0.6248], [-2.4853, -4.1867, 2.4800], [-1.1966, -2.7773, 3.7245], [-5.5712, 0.1965, -0.8545], [-4.9587, 0.0081, 0.3734], [-3.7957, 0.7117, 0.6794], [-3.2533, 1.5894, -0.2902], [-3.8646, 1.7558, -1.5449], [-5.0351, 1.0786, -1.8043], [-1.6414, 2.1882, 0.0872], [-0.3740, 3.9743, -1.7715], [0.5060, 4.7651, -1.0489], [0.8872, 5.9913, -1.5711], [0.3949, 6.4079, -2.8009], [-0.4819, 5.6029, -3.5157], [-0.8732, 4.3781, -2.9975], [-1.4511, 3.2474, 1.4688], [-0.2538, 3.1860, 2.1978], [-0.0432, 4.0967, 3.2143], [-1.0146, 5.0565, 3.4925], [-2.2002, 5.1104, 2.7726], [-2.4326, 4.2026, 1.7521], [-6.4968, -0.3206, -1.0745], [-5.4107, -0.6399, 1.1132], [-3.3621, 0.6701, 1.6710], [-3.4331, 2.4231, -2.2794], [-5.5541, 1.2380, -2.7408], [0.8981, 4.4245, -0.0985], [1.5765, 6.6198, -1.0243], [0.7010, 7.3623, -3.2066], [-0.8544, 5.9273, -4.4774], [-1.5415, 3.7308, -3.5537], [0.4894, 2.4291, 1.9719], [0.8683, 4.0654, 3.7954], [-0.8419, 5.7701, 4.2876], [-2.9430, 5.8611, 3.0053], [-3.3517, 4.2381, 1.1804], [2.7703, -0.6027, -1.4375], [1.5889, -0.0988, -1.1923], [0.7852, -0.7332, -0.3837], [1.1786, 1.1704, -1.7302], [-0.0544, 1.5071, -1.2790], [-0.7666, 2.6706, -1.2586], [2.0751, 1.9790, -2.4978], [2.8285, 2.6075, -3.0956], [3.0579, -1.4637, -0.9927], [3.4320, -0.1288, -2.0396]]}

=====

{"formula": "C18H19F3O", "method": "ωB97M-V/def2-TZVPD", "mol_weight_g_mol": 308.3, "e_tot_ev": -29172.7998, "total_charge": 0, "e_homo_ev": -7.684, "symbols": ["C", "C", "C", "C", "C", "C", "C", "C", "C", "C", "C", "H", "H", "H", "H", "H", "H", "H", "H", "H", "H", "H", "H", "H", "H", "H", "F", "C", "F", "F", "C", "C", "O", "C", "C", "C", "C", "H", "H", "H", "H"], "coordinates": [[-3.3185, 0.2352, 1.4196], [-2.1630, 0.8060, 2.2462], [-0.8007, 0.6567, 1.7606], [0.1084, 1.7851, 1.5470], [-0.3911, 3.2243, 1.4616], [1.4558, 1.5191, 1.2697], [1.9708, 0.1974, 1.2588], [3.4438, -0.0455, 1.0573], [1.0683, -0.8597, 1.4301], [-0.3013, -0.6614, 1.5897], [-1.1923, -1.8541, 1.6267], [-4.1361, 0.9702, 1.4572], [-3.0840, 0.0366, 0.3500], [-3.6865, -0.6874, 1.9133], [-2.3807, 1.5830, 2.9473], [0.4505, 3.9373, 1.3266], [-1.0583, 3.3320, 0.5851], [-0.9536, 3.5433, 2.3527], [2.1465, 2.3454, 1.0076], [3.6321, -1.1290, 0.9862], [3.7679, 0.4311, 0.1187], [4.0421, 0.3864, 1.8801], [1.4449, -1.8866, 1.4068], [-0.6069, -2.7560, 1.7790], [-1.8782, -1.7986, 2.4598], [-1.7701, -1.9890, 0.7143], [-4.5353, -3.0722, 6.3300], [-3.9441, -2.2530, 5.3995], [-3.2284, -3.0825, 4.5468], [-4.9681, -1.7208, 4.6416], [-3.0526, -1.2070, 5.9922], [-2.3486, -0.3126, 5.0255], [-2.5369, -0.2512, 3.7686], [-1.3894, 0.5552, 5.5995], [-1.1837, 0.6555, 6.9639], [-1.9007, -0.1590, 7.8315], [-2.8055, -1.1144, 7.3504], [-0.8371, 1.1527, 4.8813], [-0.4476, 1.3620, 7.3553], [-1.7319, -0.0593, 8.8976], [-3.2965, -1.7889, 8.0541]]}